ORCA calculation (ωB97M-V with the def2-TZVPD basis set) on a molecular structure, C5H8O2.

XYZ file:
```
15
Properties=species:S:1:pos:R:3
C 1.109 0.891 -1.177
C 0.937 -0.112 -0.056
O 0.955 0.339 1.326
C -0.277 -0.349 1.572
C -1.369 0.324 0.799
C -0.452 -0.666 0.123
O -0.882 -1.773 -0.583
H 0.552 0.493 -2.036
H 0.671 1.857 -0.915
H 2.144 1.026 -1.493
H 1.646 -0.944 -0.148
H -0.385 -0.916 2.491
H -2.357 -0.099 0.964
H -1.333 1.400 0.635
H -0.960 -1.471 -1.500
```

Results
- gap between HOMO and LUMO (eV) = 10.24
- energy above the lowest of the compared OMol25 structures with the same formula, charge and spin (kJ/mol) = 255.53
- HOMO level (eV) = -9.424
- LUMO energy (eV) = 0.8
- net charge = 0

Atom charges from the natural (NBO) analysis, given in e for atoms 1 to 8:
1 C -0.636
2 C 0.083
3 O -0.512
4 C 0.075
5 C -0.476
6 C 0.186
7 O -0.677
8 H 0.204


ORCA calculation (ωB97M-V with the def2-TZVPD basis set) on 6 unconnected molecules or ions with the total composition H14NO5 in a non-equilibrium geometry.

XYZ file:
```
20
Properties=species:S:1:pos:R:3
N -0.518 -0.584 0.248
H -0.717 -1.432 -0.353
H -1.246 0.079 0.126
H -0.313 -1.008 1.225
H 0.394 -0.144 -0.187
H 4.925 0.922 -2.389
H 4.953 1.335 -0.932
O 4.356 1.011 -1.629
H -1.560 -3.442 -1.109
H -0.217 -4.027 -0.319
O -0.720 -3.268 -0.691
H -3.067 1.659 -0.719
H -1.958 2.118 -1.767
O -2.225 1.540 -1.009
H 1.281 2.154 -1.024
H 2.226 1.009 -0.675
O 1.316 1.308 -0.475
H -2.817 -0.187 4.330
H -2.148 0.877 3.465
O -1.944 0.079 3.884
```

Results
- gap between HOMO and LUMO (eV) = 11.57
- energy above the lowest of the compared OMol25 structures with the same formula, charge and spin (kJ/mol) = 145.24
- HOMO level (eV) = -14.434
- LUMO energy (eV) = -2.9
- net charge = +1

Atom charges from the natural (NBO) analysis, given in e for atoms 1 to 8:
1 N -0.932
2 H 0.463
3 H 0.456
4 H 0.456
5 H 0.479
6 H 0.488
7 H 0.482
8 O -0.967


ORCA calculation (ωB97M-V with the def2-TZVPD basis set) on a molecular structure, C18H12IrN5O3SSe in a non-equilibrium geometry.

XYZ file:
```
41
Properties=species:S:1:pos:R:3
Ir 0.031 -0.526 0.223
O 2.712 -2.568 -2.660
C 1.819 -2.163 -1.910
N 1.926 -1.423 -0.802
C 3.129 -1.032 -0.255
C 4.384 -1.304 -0.808
C 5.537 -0.820 -0.228
C 5.469 -0.051 0.923
C 4.251 0.186 1.523
C 3.069 -0.317 0.972
N 1.828 -0.130 1.537
C 1.654 0.136 2.837
O 2.497 0.083 3.732
C 0.235 0.490 3.185
C -0.128 0.628 4.519
C -1.440 0.923 4.829
C -2.343 1.101 3.793
C -1.894 0.958 2.493
N -0.641 0.654 2.198
C 0.404 -2.601 -2.176
C 0.196 -3.738 -2.955
C -1.092 -4.200 -3.138
C -2.141 -3.488 -2.570
C -1.846 -2.348 -1.842
N -0.606 -1.930 -1.634
H 4.433 -1.901 -1.704
H 6.494 -1.044 -0.686
H 6.369 0.359 1.359
H 4.200 0.732 2.449
H 0.627 0.461 5.272
H -1.760 0.985 5.860
H -3.388 1.290 3.988
H -2.568 1.069 1.655
H 1.054 -4.225 -3.389
H -1.273 -5.103 -3.705
H -3.169 -3.801 -2.693
H -2.627 -1.740 -1.408
O -2.051 -1.807 3.546
S -1.497 -2.610 2.429
N -1.195 -1.887 1.146
Se -0.506 1.410 -1.112
```

Results
- gap between HOMO and LUMO (alpha / beta) (eV) = 6.11 / 6.03
- energy above the lowest of the compared OMol25 structures with the same formula, charge and spin (kJ/mol) = 391.29
- HOMO level (alpha / beta) (eV) = -4.173 / -4.267
- LUMO energy (alpha / beta) (eV) = 1.9 / 1.8
- 2S+1 = 2
- net charge = -1

Atom charges from the natural (NBO) analysis, given in e for atoms 1 to 8:
1 Ir 1.117
2 O -0.669
3 C 0.606
4 N -0.609
5 C 0.200
6 C -0.261
7 C -0.238
8 C -0.237


ORCA calculation (ωB97M-V with the def2-TZVPD basis set) on 2 unconnected molecules or ions with the total composition C4H10NO2S in a non-equilibrium geometry.

XYZ file:
```
18
Properties=species:S:1:pos:R:3
C -0.552 -1.398 2.325
N 0.569 -0.578 1.790
C 0.360 -0.186 0.381
C 0.547 1.329 0.176
S -1.141 2.048 0.195
C -0.752 -0.671 -0.509
O -0.522 -1.131 -1.619
H -0.540 -2.335 1.767
H -1.453 -0.868 2.019
H -0.547 -1.543 3.395
H 0.512 0.309 2.284
H 1.270 -0.583 -0.081
H 1.033 1.578 -0.765
H 1.168 1.729 0.984
H -1.785 -0.719 -0.152
H 1.913 -1.300 -1.797
H 1.511 -0.962 -3.203
O 2.291 -1.052 -2.648
```

Results
- gap between HOMO and LUMO (eV) = 6.68
- energy above the lowest of the compared OMol25 structures with the same formula, charge and spin (kJ/mol) = 239.01
- HOMO level (eV) = -2.963
- LUMO energy (eV) = 3.7
- net charge = -1

Atom charges from the natural (NBO) analysis, given in e for atoms 1 to 8:
1 C -0.426
2 N -0.611
3 C -0.191
4 C -0.498
5 S -0.688
6 C 0.447
7 O -0.616
8 H 0.178


ORCA calculation (ωB97M-V with the def2-TZVPD basis set) on a molecular structure, C2H3I3O in a non-equilibrium geometry.

XYZ file:
```
9
Properties=species:S:1:pos:R:3
C -0.318 0.395 -0.329
C 0.380 -0.795 0.139
O -0.142 1.403 0.520
I -2.548 -0.430 -0.419
I 0.250 -1.221 2.221
I 2.565 -0.720 -0.507
H -0.014 0.777 -1.254
H 0.069 -1.703 -0.473
H -0.242 2.294 0.102
```

Results
- gap between HOMO and LUMO (eV) = 8.38
- energy above the lowest of the compared OMol25 structures with the same formula, charge and spin (kJ/mol) = 25.10
- HOMO level (eV) = -9.238
- LUMO energy (eV) = -0.9
- net charge = 0

Atom charges from the natural (NBO) analysis, given in e for atoms 1 to 8:
1 C 0.059
2 C -0.531
3 O -0.681
4 I -0.099
5 I 0.221
6 I 0.067
7 H 0.208
8 H 0.258


ORCA calculation (ωB97M-V with the def2-TZVPD basis set) on a single C5H5Br molecule in a non-equilibrium geometry.

XYZ file:
```
11
Properties=species:S:1:pos:R:3
C -0.083 -1.165 0.278
C -0.741 -2.204 -0.058
C 0.967 -0.215 0.727
C 0.294 0.882 -0.177
C -0.781 -0.058 -0.646
Br -2.500 0.594 -0.130
H 0.902 0.098 1.673
H 2.033 -0.595 0.537
H -0.300 1.731 0.385
H 0.950 1.301 -0.940
H -0.740 -0.370 -1.649
```

Results
- gap between HOMO and LUMO (eV) = 10.03
- energy above the lowest of the compared OMol25 structures with the same formula, charge and spin (kJ/mol) = 303.08
- HOMO level (eV) = -9.989
- LUMO energy (eV) = 0.0
- net charge = 0

Atom charges from the natural (NBO) analysis, given in e for atoms 1 to 8:
1 C -0.386
2 C 0.213
3 C -0.402
4 C -0.416
5 C -0.209
6 Br 0.046
7 H 0.225
8 H 0.235